Entry from the OMol25 dataset: a molecular structure, C29H77Cl2IInN20O43S (the ωB97M-V functional and the def2-TZVPD basis).

total energy: -198262.2189 eV
frontier orbital gap: 5.27 eV
net charge: -1
HOMO energy: -0.177 hartree
LUMO: 0.449 eV

Cartesian coordinates (Å):
C 2.08190 4.67484 -2.21575
C 3.25834 3.75965 -1.65380
Cl 3.56789 3.78649 0.12978
C 4.04677 2.95573 -2.48082
Cl 3.68961 3.04563 -4.29459
In 5.70213 1.56227 -1.84199
C 7.72815 2.51830 -1.64832
C 7.70745 4.02836 -1.15141
C 7.39829 4.18989 0.39816
S 8.60106 5.23530 1.32537
O 9.99321 5.21581 0.79104
O 8.08871 6.64312 1.31797
O 8.69076 4.72122 2.93504
C 5.06385 0.39736 0.01386
C 3.65931 -0.28803 -0.32763
C 3.66821 -1.87613 -0.08253
I 2.08103 0.50813 0.98392
H 1.41348 4.11591 -2.94415
H 2.48470 5.61106 -2.70069
H 1.42432 4.98518 -1.33397
H 5.83977 0.30789 -3.15639
H 8.29700 1.91464 -0.85894
H 8.32013 2.45017 -2.61809
H 7.02928 4.67958 -1.79130
H 8.75977 4.44528 -1.32257
H 7.27752 3.19134 0.91600
H 6.39223 4.71649 0.49211
H 8.77490 3.74139 2.93664
H 5.80813 -0.44142 0.12911
H 5.02694 1.05098 0.93167
H 3.43791 -0.13068 -1.42988
H 4.35128 -2.38302 -0.83579
H 3.99146 -2.12424 0.97969
H 2.59287 -2.22092 -0.19961
C -1.45280 -2.40238 0.57956
N -0.06969 -2.90697 0.38698
O 0.67031 -2.89564 1.35072
O 0.22324 -3.29714 -0.72869
H -1.57077 -2.09100 1.61451
H -1.59175 -1.55972 -0.09530
H -2.13368 -3.21445 0.34159
C -4.81657 -5.72111 -1.49725
N -4.14298 -4.80246 -0.54456
O -3.80738 -5.25996 0.53359
O -3.97349 -3.65669 -0.91039
H -4.89827 -6.70229 -1.03827
H -5.80240 -5.31080 -1.70781
H -4.20646 -5.76545 -2.39779
C 9.24646 8.84582 -1.24671
N 8.57232 8.23681 -2.42210
O 8.57458 8.86947 -3.46440
O 8.06759 7.14826 -2.25348
H 9.65106 9.81223 -1.53810
H 8.49999 8.95877 -0.46259
H 10.04221 8.16984 -0.93833
C 1.06296 9.47167 -2.48460
N 0.96258 8.05173 -2.90756
O 2.00140 7.44441 -3.07343
O -0.15679 7.59922 -3.05595
H 2.11351 9.73546 -2.39182
H 0.57799 10.07622 -3.24914
H 0.55605 9.56454 -1.52622
C -6.19902 -7.81446 1.93186
N -6.90753 -8.48232 0.80974
O -6.93979 -7.90138 -0.26327
O -7.40938 -9.56756 1.03940
H -5.80632 -6.86213 1.58183
H -6.92275 -7.66335 2.73177
H -5.39098 -8.47061 2.24889
C 9.43582 -2.64399 -0.25893
N 8.20273 -1.84174 -0.05643
O 8.29290 -0.63717 -0.19103
O 7.19184 -2.45426 0.22939
H 10.25333 -1.97162 -0.50729
H 9.63897 -3.17321 0.67036
H 9.24468 -3.33799 -1.07554
C 7.04318 5.22021 5.29746
N 5.96390 4.78192 6.22063
O 5.00060 5.51211 6.34534
O 6.12296 3.71544 6.78936
H 6.76721 6.17881 4.86566
H 7.95802 5.30860 5.88052
H 7.13989 4.46394 4.52421
C 3.33930 7.11483 1.69026
N 2.63958 8.00111 0.72482
O 3.10302 9.11327 0.54703
O 1.64795 7.54649 0.17831
H 4.19765 7.64480 2.09618
H 2.63163 6.86581 2.47938
H 3.65586 6.22528 1.14693
C -10.50449 -8.14886 3.02908
N -9.42215 -7.50925 3.82112
O -9.50990 -6.31322 4.02993
O -8.52311 -8.23156 4.20426
H -11.23354 -7.38995 2.75617
H -10.04778 -8.58382 2.14129
H -10.95954 -8.91474 3.65437
C -2.17876 -10.58235 2.41673
N -3.41482 -9.78144 2.61118
O -3.33373 -8.57692 2.44896
O -4.42222 -10.38976 2.91954
H -1.36665 -9.91180 2.14668
H -1.96560 -11.08915 3.35602
H -2.37272 -11.29592 1.61798
C -1.31326 8.83230 1.48947
N -0.96067 8.13775 2.75417
O 0.21905 7.93336 2.97253
O -1.88242 7.82240 3.48457
H -0.39753 9.05024 0.94404
H -1.95440 8.16568 0.91527
H -1.83655 9.75300 1.75453
C -9.18884 -3.21892 3.28217
N -8.28389 -2.37835 2.45641
O -7.10343 -2.37514 2.74605
O -8.79381 -1.75250 1.54655
H -8.60210 -3.71639 4.05000
H -9.93091 -2.56014 3.72954
H -9.65447 -3.94695 2.62110
C 6.45530 -1.29928 -6.38694
N 6.80889 -2.03137 -5.14546
O 7.99156 -2.23945 -4.93213
O 5.89071 -2.36748 -4.43160
H 7.36962 -1.06122 -6.92499
H 5.81540 -1.94978 -6.98038
H 5.93162 -0.39058 -6.09226
C -8.50725 -10.09037 -2.09489
N -9.23028 -9.20972 -3.04848
O -8.77794 -8.09846 -3.23892
O -10.22973 -9.66821 -3.57287
H -7.64556 -9.55532 -1.70789
H -9.19729 -10.34098 -1.29163
H -8.19696 -10.97978 -2.64101
C 5.42078 0.59359 4.83304
N 6.31439 1.44092 4.00389
O 7.50089 1.45569 4.28677
O 5.79575 2.05962 3.09978
H 6.01653 0.10160 5.59799
H 4.67544 1.24649 5.28347
H 4.95770 -0.13810 4.17230
C -13.45877 -9.63463 -4.06422
N -14.49267 -10.00785 -3.06442
O -15.44976 -9.26570 -2.94181
O -14.30768 -11.03435 -2.43628
H -13.75258 -8.70963 -4.54024
H -12.51732 -9.51200 -3.53226
H -13.39930 -10.44020 -4.79084
C -5.56663 9.77654 2.27304
N -4.64510 10.61528 1.46426
O -3.46803 10.61351 1.77679
O -5.13389 11.24288 0.54723
H -4.99315 9.27705 3.05063
H -6.31451 10.43708 2.70769
H -6.02260 9.05049 1.60246
C 2.48520 5.41406 -7.61185
N 1.86681 4.28909 -8.35931
O 1.04255 4.56796 -9.21246
O 2.23018 3.16777 -8.06462
H 2.07017 6.34964 -7.97851
H 2.25314 5.27540 -6.55677
H 3.55844 5.37312 -7.78809
C 6.49106 2.54944 9.93645
N 6.99014 1.42771 10.77403
O 7.68136 0.58725 10.23154
O 6.66907 1.43220 11.94781
H 6.85253 2.41684 8.92001
H 5.40355 2.52203 9.96541
H 6.87427 3.47387 10.36454
C -14.09402 -7.98559 -8.44648
N -13.71531 -8.67487 -7.18609
O -12.53231 -8.87732 -6.99129
O -14.62136 -8.98842 -6.43571
H -13.19073 -7.76834 -9.01115
H -14.74629 -8.65577 -9.00323
H -14.61062 -7.06668 -8.17526

Atom charges from the Mulliken analysis, given in e for atoms 1 to 99: -1.193 0.427 -0.203 -0.327 -0.251 0.856 -1.316 -0.224 0.021 1.290 -0.692 -0.647 -0.461 0.043 -0.209 -0.574 -0.179 0.381 0.411 0.232 -0.405 0.236 0.327 0.244 0.424 0.314 -0.255 0.327 -0.160 -0.007 0.282 0.247 0.208 0.050 -0.382 0.875 -0.474 -0.549 0.302 0.302 -0.070 -0.806 0.968 -0.529 -0.549 0.238 0.312 0.334 -0.644 0.859 -0.556 -0.477 0.303 0.226 0.260 -0.584 0.968 -0.546 -0.587 0.297 0.319 0.080 0.220 0.999 -0.580 -0.559 0.204 0.028 -0.271 -0.905 0.879 -0.447 -0.504 0.324 0.301 0.301 -0.542 0.901 -0.549 -0.487 0.315 0.298 0.109 -0.521 0.976 -0.608 -0.431 0.324 0.276 -0.007 -0.723 0.916 -0.529 -0.520 0.307 0.254 0.296 -0.767 0.817



Entry from the OMol25 dataset: 11 unconnected molecules or ions with the total composition C29H77Cl6N3O11 (the ωB97M-V functional and the def2-TZVPD basis).

total energy: -133440.2607 eV
frontier orbital gap: 8.89 eV
SMILES: COCCNCCOC.COCCNCCOC.COCCNCCOC.ClCCCl.ClCCCl.ClCCCl.CO.CO.CO.CO.CO
HOMO energy: -0.323 hartree
LUMO: 0.113 eV

Cartesian coordinates (Å):
C 9.00718 -6.23052 -4.64120
O 8.70936 -5.18076 -5.53881
C 7.87237 -4.18832 -4.99448
C 7.65314 -3.13327 -6.08481
N 6.65541 -2.22173 -5.70442
C 6.36624 -1.29519 -6.80753
C 5.06571 -0.53211 -6.59194
O 5.27603 0.33832 -5.47992
C 4.29357 1.36144 -5.42375
H 9.28244 -5.81357 -3.67245
H 9.79875 -6.87790 -5.01859
H 8.12588 -6.87172 -4.62468
H 8.24814 -3.75417 -4.06797
H 6.93039 -4.66051 -4.71554
H 7.35830 -3.56886 -7.03950
H 8.58377 -2.66024 -6.39830
H 5.78533 -2.66718 -5.45021
H 6.28691 -1.89953 -7.71118
H 7.15838 -0.55450 -6.91710
H 4.20522 -1.18079 -6.42798
H 4.93417 0.03251 -7.51498
H 3.30359 0.90816 -5.37291
H 4.53890 2.03000 -6.24894
H 4.39062 1.81955 -4.43947
C 1.57491 -2.20567 8.96729
O 0.88858 -2.38816 7.71562
C -0.37361 -1.78660 7.71415
C -1.59479 -2.79977 7.72583
N -2.87690 -2.06087 7.74201
C -3.24287 -1.36050 9.01458
C -3.34638 -2.22471 10.25853
O -4.49339 -3.02747 10.28305
C -4.59717 -4.01396 11.29924
H 0.96315 -2.43938 9.83863
H 1.88726 -1.16172 8.99397
H 2.49880 -2.78183 9.01792
H -0.35560 -1.14419 6.83376
H -0.59582 -1.08806 8.52084
H -1.54419 -3.40589 8.63035
H -1.57248 -3.50485 6.89489
H -3.63329 -2.69621 7.53150
H -4.16537 -0.80396 8.84919
H -2.52636 -0.56335 9.21272
H -3.30738 -1.54182 11.10721
H -2.47961 -2.87345 10.38486
H -3.78196 -4.71120 11.10588
H -5.51759 -4.58412 11.17337
H -4.53826 -3.52380 12.27103
C -8.73126 -5.43171 -8.24132
O -7.55934 -5.66292 -7.48759
C -6.39452 -5.08918 -8.08993
C -5.16180 -5.32675 -7.24173
N -5.07127 -4.27184 -6.21482
C -6.26969 -4.33036 -5.32569
C -5.94085 -3.67374 -3.97867
O -5.26124 -4.61639 -3.16515
C -5.08238 -4.16025 -1.80048
H -9.52504 -5.53409 -7.50136
H -8.90144 -6.13897 -9.05307
H -8.83322 -4.39240 -8.55362
H -6.49754 -4.03612 -8.35177
H -6.32113 -5.54696 -9.07641
H -4.28498 -5.25934 -7.88573
H -5.23071 -6.34639 -6.86266
H -4.24889 -4.51836 -5.68284
H -6.61867 -5.34576 -5.13786
H -7.02009 -3.74125 -5.85288
H -6.84446 -3.29265 -3.50288
H -5.31938 -2.80202 -4.18355
H -4.70854 -5.04733 -1.28917
H -6.00657 -3.76335 -1.38043
H -4.39462 -3.31524 -1.76814
Cl 4.52773 9.74234 -0.98278
C 3.10849 10.01413 0.08921
C 2.57436 11.41490 0.21703
Cl 3.84597 12.53282 0.81677
H 3.48491 9.72698 1.07102
H 2.28193 9.33315 -0.11370
H 1.68782 11.54611 0.83746
H 2.27543 11.69649 -0.79265
Cl -0.48306 9.16158 5.71764
C -2.03572 8.33110 5.66144
C -2.79081 8.60885 4.37504
Cl -3.41785 10.21382 4.13280
H -2.61726 8.71552 6.49938
H -1.85263 7.26859 5.82157
H -3.67557 7.98558 4.24536
H -2.21711 8.35927 3.48248
Cl 2.02823 -5.37397 0.84226
C 3.27991 -4.48282 -0.03255
C 2.61895 -3.35912 -0.83481
Cl 1.64436 -3.87865 -2.24390
H 3.77109 -5.18968 -0.70128
H 4.02217 -4.12739 0.68215
H 3.41107 -2.71551 -1.21743
H 2.01613 -2.70486 -0.20501
C -0.38033 3.05891 0.03969
O -1.11752 4.19722 -0.13601
H 0.55535 3.18888 0.58347
H -1.03247 2.30380 0.47860
H -0.13905 2.75396 -0.97858
H -1.75923 4.02576 -0.82913
C -3.98593 5.82125 -5.48243
O -4.27559 4.78081 -4.61408
H -3.27301 6.59673 -5.20231
H -3.53001 5.38882 -6.37308
H -4.90296 6.32918 -5.78102
H -4.56474 4.10926 -5.23618
C 4.29849 4.68268 5.98450
O 5.50976 4.45543 6.65814
H 3.58058 5.08352 6.70008
H 4.37918 5.42485 5.19029
H 3.86052 3.75571 5.61436
H 5.78758 5.35122 6.86302
C 7.64544 2.16655 -0.93749
O 8.60465 1.20910 -1.44038
H 6.64949 2.16645 -1.38041
H 7.54586 1.98713 0.13302
H 8.04558 3.14794 -1.19217
H 8.23202 0.87396 -2.25918
C -6.19778 1.91768 2.99638
O -5.60740 2.45308 4.15398
H -5.44393 1.75119 2.22690
H -6.77929 0.99798 3.06033
H -7.01111 2.58626 2.71426
H -5.05513 1.75105 4.50578

Atom charges from the Mulliken analysis, given in e for atoms 1 to 99: -0.705 -0.319 -0.385 -0.658 -0.173 -0.772 -0.561 -0.252 -0.736 0.293 0.250 0.279 0.372 0.277 0.325 0.298 0.205 0.451 0.272 0.370 0.369 0.306 0.306 0.189 -0.658 -0.346 -0.520 -0.364 -0.391 -0.886 -0.324 -0.323 -0.710 0.271 0.291 0.252 0.305 0.305 0.152 0.391 0.301 0.390 0.373 0.360 0.296 0.311 0.239 0.285 -0.813 -0.293 -0.658 -0.717 -0.502 -0.321 -0.721 -0.286 -0.708 0.266 0.274 0.353 0.383 0.518 0.442 0.327 0.266 0.275 0.284 0.461 0.355 0.235 0.292 0.290 -0.174 -0.464 -0.395 -0.185 0.292 0.326 0.317 0.283 -0.186 -0.363 -0.457 -0.174 0.283 0.291 0.291 0.315 -0.182 -0.398 -0.429 -0.184 0.284 0.299 0.275 0.334 -0.463 -0.501 0.218



Entry from the OMol25 dataset: a molecular structure, C29H78N6O12PSn (the ωB97M-V functional and the def2-TZVPD basis).

total energy: -79966.8699 eV
frontier orbital gap: 5.99 eV
net charge: -1
ΔE to the lowest compared entry with this formula, charge and spin: 0.00 kJ/mol
HOMO energy: -0.171 hartree
LUMO: 1.330 eV

Cartesian coordinates (Å):
Sn -0.21708 2.42117 0.79070
P -0.44972 -0.54278 -0.53100
O -1.81665 0.13562 -0.25041
O 0.41627 0.49419 -1.24344
O -0.65013 -1.94657 -1.20197
O 0.23451 -0.71940 0.84003
C 4.00174 -3.80262 1.17192
C 3.19968 -2.54174 0.78555
C 3.17424 -2.26897 -0.68510
O 1.84998 -2.67304 1.22197
H 3.88943 -4.11567 2.20994
H 5.05079 -3.72943 0.88511
H 3.58459 -4.59733 0.55344
H 3.78341 -1.74998 1.25509
H 4.04669 -1.68356 -0.97531
H 2.32401 -1.63383 -0.93369
H 3.00389 -3.14882 -1.30555
H 1.42139 -1.83802 1.02028
C 2.57343 0.91090 2.71754
O 2.63121 1.90411 1.67857
C 3.51469 1.54835 0.62561
C 3.36511 2.52224 -0.56660
N 2.04303 2.50762 -1.21379
C 1.85559 3.38914 -2.36619
C 1.48678 4.81161 -1.84908
O 0.28600 4.88549 -1.05607
C -0.25458 6.20955 -0.89870
H 2.12283 -0.04224 2.44084
H 2.07484 1.48737 3.49676
H 3.57115 0.72383 3.11460
H 3.33081 0.55639 0.21293
H 4.50969 1.56315 1.07044
H 4.15538 2.24189 -1.26301
H 3.51661 3.56033 -0.27078
H 1.72601 1.57564 -1.43963
H 1.07514 3.06931 -3.05663
H 2.78177 3.49796 -2.93050
H 1.49913 5.56343 -2.63821
H 2.31560 5.22137 -1.27180
H -0.37128 6.66518 -1.88200
H 0.27157 6.94363 -0.28846
H -1.25387 6.11193 -0.47445
C 0.91071 -4.87326 -3.55856
C 0.00908 -5.27170 -2.37695
C 0.67908 -5.28055 -0.97499
O -0.07147 -5.77556 0.10576
C -0.12802 -7.18248 0.08228
N -1.05691 -4.26083 -2.39524
H 1.37854 -3.91606 -3.32833
H 0.44328 -4.82351 -4.54199
H 1.72398 -5.57863 -3.72928
H -0.39420 -6.26621 -2.56780
H 0.86769 -4.23534 -0.72992
H 1.70770 -5.63002 -1.06388
H -0.70043 -7.59570 0.91275
H 0.85877 -7.64525 0.09618
H -0.62455 -7.58574 -0.80030
H -1.84032 -4.41825 -1.77753
H -0.77599 -3.35533 -2.04700
C 0.47145 0.78999 -5.27964
C 0.76189 -0.50064 -4.69624
C 2.09334 -0.58996 -3.94523
O 3.17638 -0.44713 -4.94081
C 4.44998 -0.68587 -4.33725
N -0.25598 -0.70681 -3.71527
H -0.53321 0.79399 -5.70241
H 1.18677 0.98158 -6.07946
H 0.53504 1.63999 -4.60026
H 0.72619 -1.31389 -5.42114
H 2.26788 -1.53349 -3.42815
H 2.17648 0.18132 -3.17952
H 4.72409 0.15678 -3.70248
H 5.28268 -0.78521 -5.03356
H 4.39396 -1.55732 -3.68493
H 0.01024 -0.14751 -2.91751
H -0.06484 -1.61138 -3.30869
C -5.22111 -0.76238 2.85063
C -4.11935 0.16301 2.43253
C -3.67459 1.12842 3.56695
O -4.66928 2.08059 3.74051
C -4.59398 2.86878 4.86397
N -3.07738 -0.69293 1.95094
H -5.54687 -1.37524 2.01016
H -6.02543 -0.09801 3.16649
H -5.04557 -1.35238 3.75017
H -4.41595 0.81736 1.61278
H -2.76018 1.67380 3.33344
H -3.55322 0.60805 4.51700
H -5.18960 3.77248 4.73496
H -3.58348 3.21763 5.07677
H -4.96020 2.41863 5.78665
H -2.60048 -0.18075 1.22269
H -3.63794 -1.28672 1.35657
C -0.66438 0.78123 5.59394
C -0.12093 -0.22551 4.55306
C -0.68384 -1.64985 4.81149
O -0.08228 -2.65726 4.00672
C 1.30084 -2.90927 4.37343
N -0.43076 0.21752 3.18266
H -0.25070 0.60467 6.58680
H -1.75191 0.73552 5.65146
H -0.40336 1.78650 5.26317
H 0.93022 -0.12972 4.82511
H -1.72698 -1.77056 4.51925
H -0.67276 -1.93994 5.86213
H 1.91512 -2.02640 4.19648
H 1.66862 -3.70942 3.73108
H 1.39391 -3.25085 5.40433
H -0.01026 -0.33458 2.44886
H -1.36667 -0.10143 2.97658
C -2.23307 3.56872 -3.66047
C -2.10502 2.97029 -2.29267
C -2.96525 3.84658 -1.34157
O -2.75176 3.68073 0.07482
C -3.68059 4.40006 0.93221
N -2.47224 1.59528 -2.33631
H -1.46829 3.11699 -4.29227
H -1.99219 4.63174 -3.66665
H -3.18010 3.47848 -4.19254
H -1.05572 2.96107 -1.99772
H -4.00296 3.63973 -1.60321
H -2.81155 4.90384 -1.55763
H -3.72246 5.46272 0.69321
H -3.31800 4.42853 1.95973
H -4.70131 4.01845 0.95684
H -1.80991 1.22595 -3.00340
H -2.16173 1.19243 -1.46373

Atom charges from the Mulliken analysis, given in e for atoms 1 to 99: 0.807 -1.670 -0.587 2.133 -0.588 -1.142 -1.508 0.891 -0.842 -0.131 0.358 0.391 0.216 0.008 0.505 -0.399 0.463 -0.295 -0.198 -0.431 0.115 -1.436 1.120 -0.062 -1.167 0.262 -0.929 -0.164 0.214 0.456 -0.291 0.647 0.386 0.383 -0.708 -0.582 0.503 0.589 0.424 0.387 0.290 0.065 -1.152 0.532 0.579 -0.208 -0.851 -0.750 -0.200 0.370 0.451 0.299 -0.628 0.137 0.293 0.348 0.281 0.345 0.437 -1.483 0.717 1.058 -0.522 -0.628 -0.261 0.393 0.501 -0.139 0.584 -0.333 -0.575 0.179 0.320 0.238 -0.881 0.112 -1.779 0.852 -0.484 -0.397 -0.863 -0.271 0.500 0.398 0.276 0.179 0.528 0.228 0.291 0.313 0.326 -0.435 0.485 -1.774 0.824 -0.825 -0.187 -0.420 1.199